Entry 1:
{
  "formula": "C30H58BrO7PS",
  "method": "ωB97M-V/def2-TZVPD",
  "total_energy_ha": -5017.8008,
  "smiles": "C#CC[C@](CC)(OCCCCCCCCCCCCCOC)[C@](Br)(O[C@@H](C)C[C@@H]1CO1)P(O)(O)=S.CCOCC",
  "gap_ev": 8.48,
  "symbols": ["C", "C", "C", "C", "C", "C", "O", "C", "C", "C", "C", "C", "C", "C", "C", "C", "C", "C", "C", "C", "O", "C", "C", "Br", "O", "C", "C", "C", "C", "C", "O", "P", "O", "O", "S", "H", "H", "H", "H", "H", "H", "H", "H", "H", "H", "H", "H", "H", "H", "H", "H", "H", "H", "H", "H", "H", "H", "H", "H", "H", "H", "H", "H", "H", "H", "H", "H", "H", "H", "H", "H", "H", "H", "H", "H", "H", "H", "H", "H", "H", "H", "H", "H", "C", "C", "O", "C", "C", "H", "H", "H", "H", "H", "H", "H", "H", "H", "H"],
  "positions_angstrom": [[-2.44600, -6.61971, 3.27683], [-2.75796, -6.15652, 2.20183], [-2.69599, -5.29426, 0.88162], [-1.56084, -4.20363, 0.85564], [-1.23335, -3.67109, 2.31408], [-2.47006, -3.05710, 3.10443], [-1.72644, -3.07747, 0.00288], [-3.03115, -2.60963, -0.27591], [-3.02020, -1.03898, -0.59871], [-3.54309, -0.69965, -2.06639], [-2.41964, 0.12025, -2.86524], [-2.35478, 1.63805, -2.40054], [-1.88748, 2.57141, -3.61730], [-1.29315, 3.95539, -3.08223], [-0.85878, 4.82471, -4.33978], [0.56485, 5.49329, -4.23606], [0.70496, 6.71915, -3.23534], [-0.59352, 7.15568, -2.44417], [-0.44739, 8.73884, -2.14767], [0.18699, 9.06301, -0.74304], [1.61335, 9.29905, -0.89449], [2.22093, 9.04651, 0.38784], [-0.20648, -4.89064, 0.26849], [-0.53701, -5.12445, -1.66319], [0.04989, -6.02103, 1.05322], [0.56076, -7.20502, 0.46310], [2.14626, -7.21772, 0.20890], [0.34228, -8.34615, 1.58331], [1.33580, -7.97040, 2.87461], [0.64438, -8.20520, 4.34041], [0.91019, -6.82280, 3.69586], [1.32954, -3.74204, 0.40546], [2.24407, -4.05098, 1.80017], [0.99369, -2.09413, 0.41233], [2.39237, -4.03820, -1.21563], [-2.43694, -7.02309, 4.31667], [-3.75356, -4.92098, 0.79165], [-2.58791, -6.07398, 0.06360], [-0.76957, -4.50789, 2.92474], [-0.44015, -2.85898, 2.31993], [-3.45328, -3.09824, 2.57130], [-2.59665, -3.69193, 4.03780], [-2.20638, -2.02858, 3.48976], [-3.83754, -2.80219, 0.47949], [-3.38985, -3.10159, -1.24131], [-1.98781, -0.60665, -0.48298], [-3.69477, -0.49488, 0.12432], [-4.43016, 0.00114, -1.97735], [-3.78563, -1.60986, -2.68703], [-1.42119, -0.34721, -2.62613], [-2.63158, -0.00382, -3.96280], [-3.36692, 2.02223, -2.08132], [-1.62813, 1.80748, -1.55618], [-1.13460, 1.98343, -4.21656], [-2.77348, 2.77093, -4.28785], [-2.15673, 4.48135, -2.59077], [-0.39056, 3.81502, -2.42850], [-1.59830, 5.64493, -4.58716], [-0.84170, 4.14876, -5.25378], [0.83769, 5.87384, -5.27149], [1.34133, 4.72030, -3.97759], [1.15864, 7.58367, -3.79738], [1.48399, 6.42742, -2.46057], [-0.57228, 6.66660, -1.43352], [-1.56031, 7.05531, -2.99952], [-1.50833, 9.14638, -2.14937], [0.07872, 9.25792, -3.00325], [-0.25269, 10.06028, -0.41222], [-0.04615, 8.24859, -0.00277], [2.08217, 7.94867, 0.64141], [3.33179, 9.23109, 0.31325], [1.78701, 9.73093, 1.17288], [0.02971, -7.62567, -0.43279], [2.37468, -7.00145, -0.86796], [2.67892, -6.45138, 0.83532], [2.58187, -8.22557, 0.46747], [0.66288, -9.35914, 1.22910], [-0.70314, -8.28723, 1.98726], [2.46604, -8.21312, 2.77189], [-0.33146, -8.66793, 4.07949], [1.47564, -8.60609, 4.95851], [2.97871, -3.40272, 1.70586], [1.77225, -1.60532, 0.75910], [2.48240, 3.74174, 1.10469], [2.06574, 2.41321, 1.71279], [2.95116, 1.34560, 1.41017], [4.29439, 1.49597, 1.84725], [4.42991, 1.65353, 3.35232], [2.56913, 3.65354, 0.01794], [1.74737, 4.51509, 1.33787], [3.45063, 4.07707, 1.47990], [1.09168, 2.13123, 1.30756], [1.93468, 2.50204, 2.79628], [4.77203, 2.32862, 1.32020], [4.82394, 0.59156, 1.53843], [3.92419, 2.54914, 3.71718], [5.48261, 1.72585, 3.63237], [3.98886, 0.79645, 3.86709]],
  "mulliken_charge": [0.021, -0.825, -0.289, 0.159, -0.161, -1.297, -0.141, -0.251, -0.647, -0.673, -0.784, -0.182, -0.969, -0.119, -0.763, -0.889, -0.439, -0.277, -0.811, -0.487, -0.333, -0.473, -0.783, 0.016, 0.194, 0.442, -1.394, -0.985, 0.114, -0.609, -0.264, 0.628, -0.438, -0.173, -0.437, 0.384, 0.502, 0.376, 0.058, 0.365, 0.283, 0.364, 0.330, 0.114, 0.195, 0.153, 0.364, 0.322, 0.414, 0.245, 0.461, 0.282, 0.118, 0.411, 0.248, 0.204, 0.241, 0.322, 0.468, 0.322, 0.320, 0.415, 0.078, 0.125, 0.316, 0.347, 0.357, 0.318, 0.347, 0.112, 0.238, 0.269, 0.408, 0.276, 0.271, 0.385, 0.411, 0.300, 0.263, 0.255, 0.353, 0.360, 0.255, -1.019, -0.479, -0.376, -0.322, -1.058, 0.300, 0.358, 0.328, 0.348, 0.326, 0.281, 0.363, 0.267, 0.400, 0.279]
}

Entry 2:
{
  "formula": "C30H58Cl10O10S4",
  "method": "ωB97M-V/def2-TZVPD",
  "total_energy_ha": -8124.8089,
  "smiles": "O=S1(=O)CCCC1.O=S1(=O)CCCC1.O=S1(=O)CCCC1.O=S1(=O)CCCC1.O=C1CCCO1.ClCCCl.ClCCCl.ClCCCl.ClCCCl.ClCCCl",
  "gap_ev": 10.21,
  "relative_energy_kcal_mol": 0.0,
  "symbols": ["O", "S", "O", "C", "C", "C", "C", "H", "H", "H", "H", "H", "H", "H", "H", "O", "S", "O", "C", "C", "C", "C", "H", "H", "H", "H", "H", "H", "H", "H", "O", "S", "O", "C", "C", "C", "C", "H", "H", "H", "H", "H", "H", "H", "H", "O", "S", "O", "C", "C", "C", "C", "H", "H", "H", "H", "H", "H", "H", "H", "O", "C", "C", "C", "C", "O", "H", "H", "H", "H", "H", "H", "Cl", "C", "C", "Cl", "H", "H", "H", "H", "Cl", "C", "C", "Cl", "H", "H", "H", "H", "Cl", "C", "C", "Cl", "H", "H", "H", "H", "Cl", "C", "C", "Cl", "H", "H", "H", "H", "Cl", "C", "C", "Cl", "H", "H", "H", "H"],
  "positions_angstrom": [[9.05866, -1.30867, -1.59348], [8.24675, -0.18084, -1.11785], [7.30953, 0.48708, -2.05094], [7.45677, -0.66200, 0.45324], [8.57390, -0.38002, 1.45257], [9.26962, 0.94963, 1.12417], [9.43685, 1.02128, -0.38964], [7.02514, -1.65807, 0.35495], [6.69379, 0.08151, 0.68373], [8.26852, -0.35323, 2.49858], [9.34238, -1.15184, 1.40966], [10.15747, 0.96706, 1.75624], [8.71633, 1.84698, 1.40120], [10.43009, 0.74669, -0.74486], [9.20376, 2.01368, -0.77553], [3.43394, -5.16021, -0.92674], [3.16229, -5.34959, -2.34926], [1.77975, -5.41987, -2.84317], [4.16462, -4.14133, -3.31178], [5.25147, -4.99144, -4.03758], [4.72228, -6.42877, -4.31840], [4.01059, -6.85194, -3.00455], [4.38276, -3.34965, -2.59502], [3.47718, -3.80917, -4.08971], [5.56907, -4.35189, -4.86111], [6.15970, -5.06272, -3.43913], [5.51046, -7.14545, -4.54912], [4.01749, -6.40525, -5.14954], [4.80739, -6.84724, -2.26078], [3.38243, -7.73927, -2.92594], [7.27644, 7.25118, -1.43702], [5.86951, 7.44841, -1.68653], [5.35984, 8.77341, -2.06336], [5.25350, 6.15183, -2.94936], [4.10219, 5.40714, -2.22174], [4.44662, 5.29484, -0.73288], [4.85177, 6.73326, -0.28088], [6.03062, 5.40359, -3.10534], [4.86101, 6.47040, -3.91505], [3.19156, 5.99892, -2.31461], [3.84194, 4.46182, -2.69791], [5.33731, 4.67146, -0.65433], [3.62603, 4.91391, -0.12491], [5.27294, 6.89197, 0.71186], [4.01342, 7.42966, -0.26359], [-7.65880, 1.84163, 1.42531], [-8.59833, 1.67538, 2.58282], [-10.03912, 1.54373, 2.45297], [-7.96235, 0.26525, 3.62271], [-7.20010, 0.94028, 4.80642], [-6.92801, 2.38781, 4.55640], [-8.17566, 2.96398, 3.85923], [-7.48511, -0.50923, 3.02227], [-8.88880, -0.16890, 3.99861], [-7.73531, 0.80395, 5.74613], [-6.22260, 0.48932, 4.97743], [-6.17258, 2.55297, 3.78819], [-6.61429, 2.94326, 5.44023], [-8.13442, 3.86945, 3.25382], [-8.92385, 3.03963, 4.64827], [0.11211, 4.24225, 3.52053], [0.23045, 3.34944, 4.34602], [1.33073, 3.24849, 5.33760], [0.65428, 2.36222, 6.35948], [-0.43433, 1.59261, 5.62144], [-0.67813, 2.36933, 4.39909], [2.19596, 2.84617, 4.81072], [1.60519, 4.21502, 5.76021], [1.40893, 1.66665, 6.72660], [0.16173, 2.92971, 7.14906], [0.03820, 0.66057, 5.31144], [-1.31751, 1.40659, 6.23258], [-5.42220, -5.97673, 0.42723], [-5.33089, -5.41874, -1.31053], [-6.04305, -6.48929, -2.17685], [-7.60557, -6.99936, -1.44280], [-4.27480, -5.36865, -1.57562], [-5.69905, -4.39540, -1.38340], [-5.36641, -7.34337, -2.20495], [-6.18066, -6.20323, -3.21960], [-3.04702, 3.77318, -3.35590], [-4.85463, 3.97788, -3.09097], [-5.63773, 2.74608, -3.56156], [-7.34863, 3.12632, -3.89593], [-5.11392, 4.86088, -3.67508], [-5.04294, 4.27331, -2.05881], [-5.57625, 1.91193, -2.86263], [-5.13352, 2.48338, -4.49154], [-6.84965, -4.30179, 6.48414], [-5.48569, -5.26198, 6.10455], [-4.21575, -4.46846, 5.69801], [-3.54605, -3.49986, 7.02201], [-5.62510, -6.02416, 5.33792], [-5.19506, -5.76927, 7.02449], [-4.40107, -3.85563, 4.81585], [-3.49128, -5.23708, 5.42885], [-1.23468, -0.58128, -6.41542], [-2.43604, -1.41177, -7.38844], [-3.43984, -0.48477, -8.13295], [-2.65197, 0.80498, -9.03456], [-2.83982, -2.19796, -6.75049], [-1.93090, -2.02387, -8.13561], [-4.15583, 0.06050, -7.51801], [-4.05042, -0.90532, -8.93197], [1.25347, 0.40224, -0.42522], [-0.53489, 0.40014, -0.26437], [-0.87178, -0.94198, 0.40108], [-2.62425, -0.91475, 0.79416], [-0.93546, 0.42911, -1.27768], [-0.85166, 1.32523, 0.21723], [-0.43931, -1.02786, 1.39793], [-0.69367, -1.66745, -0.39268]],
  "mulliken_charge": [-0.642, 1.039, -0.631, -0.664, -0.646, -0.616, -0.584, 0.452, 0.302, 0.369, 0.325, 0.314, 0.289, 0.328, 0.364, -0.647, 1.066, -0.645, -0.618, -0.691, -0.485, -0.726, 0.415, 0.286, 0.356, 0.302, 0.326, 0.297, 0.338, 0.426, -0.612, 1.047, -0.636, -0.656, -0.712, -0.514, -0.742, 0.376, 0.376, 0.333, 0.363, 0.257, 0.345, 0.419, 0.357, -0.593, 1.026, -0.633, -0.587, -0.576, -0.603, -0.734, 0.403, 0.291, 0.322, 0.274, 0.292, 0.371, 0.425, 0.318, -0.626, 0.439, -0.250, -0.529, -0.372, -0.316, 0.258, 0.242, 0.283, 0.287, 0.260, 0.322, -0.188, -0.420, -0.395, -0.172, 0.267, 0.303, 0.271, 0.334, -0.211, -0.495, -0.260, -0.200, 0.317, 0.328, 0.305, 0.219, -0.164, -0.445, -0.430, -0.187, 0.317, 0.294, 0.330, 0.286, -0.166, -0.381, -0.399, -0.176, 0.312, 0.274, 0.238, 0.299, -0.199, -0.476, -0.441, -0.199, 0.320, 0.355, 0.302, 0.341]
}

no.,LUMO energy (eV),highest occupied orbital energy (hartree),F_max (eV Å⁻¹)
1,0.3,-0.299,5.7
2,0.1,-0.372,4.1